(1)
Molecular formula: C3H9OS
Method: DFT, the ωB97M-V functional and the def2-TZVPD basis

```
14
Properties=species:S:1:pos:R:3:forces:R:3:mulliken_charge:R:1
C -0.087598 1.315129 -0.852060 -0.833 -0.771 0.377 -0.382
O -1.319943 0.776732 -0.573043 0.287 0.123 0.022 -0.960
C 0.582257 1.879307 0.406309 0.165 0.153 0.326 -0.833
H -0.173857 2.127610 -1.581625 0.183 0.465 -0.385 0.319
H 0.600110 0.561297 -1.316178 0.117 0.190 0.052 0.131
H 1.449520 2.530326 0.168384 -0.139 -0.342 0.199 0.324
H 0.868459 1.070139 1.107810 0.059 0.319 -0.399 0.181
H -0.171587 2.477274 0.935640 0.120 0.033 -0.127 0.234
C -0.727005 -1.875365 0.289235 -0.212 0.388 0.699 -0.459
S 1.071837 -2.066107 0.116653 -0.119 0.222 -0.244 -0.259
H -0.980846 -0.756711 0.103916 0.207 -0.690 -0.074 0.162
H -1.295806 -2.472534 -0.421747 0.206 -0.042 -0.137 0.263
H -0.997065 -2.184094 1.314334 -0.022 0.205 -0.387 0.237
H 1.181521 -3.383009 0.302374 -0.019 -0.253 0.078 0.043
```
Positions in Å, forces in eV/Å.

Summary:
**HOMO**: -2.56 eV
**Net charge**: -1
**Multiplicity**: 1
**Gap between HOMO and LUMO**: 6.0 eV

***

(2)
Molecular formula: C37H61BN6O3PS5Sc
Method: DFT, the ωB97M-V functional and the def2-TZVPD basis

```
115
Properties=species:S:1:pos:R:3:forces:R:3:mulliken_charge:R:1
Sc -0.228473 0.012173 -0.535944 0.510 -0.126 0.427 1.075
C 1.311811 -4.411219 4.523321 0.013 -0.021 -0.018 -2.429
C 0.661576 -3.248436 3.775196 -0.003 -0.027 -0.026 1.401
C 0.231279 -3.741424 2.394225 -0.021 0.009 0.037 -0.837
C -0.524151 -2.753707 4.603960 0.028 0.008 0.013 -1.321
N 1.663731 -2.156742 3.617929 -0.005 0.022 -0.010 0.602
C 2.949523 -2.196009 4.135594 0.004 0.033 0.025 -0.229
C 3.564964 -1.065059 3.754236 -0.010 -0.001 0.040 -1.342
N 2.681189 -0.321400 3.010416 0.015 0.059 0.104 0.418
B 3.136035 1.005166 2.351975 0.074 0.017 -0.045 0.489
N 2.007720 2.077906 2.591709 0.120 0.018 0.055 -0.179
C 1.819238 2.456381 3.902626 -0.038 0.008 0.014 -1.692
C 0.667135 3.143455 3.986604 0.012 -0.043 -0.013 0.055
N 0.130970 3.202009 2.711008 0.035 0.044 0.030 0.564
C 0.974645 2.540686 1.865800 -0.282 -0.011 -0.009 -0.034
S 0.789079 2.422971 0.164674 -0.290 -0.120 -0.263 -0.381
C -1.205817 3.797823 2.395602 -0.005 -0.016 0.015 1.656
C -1.825779 4.319450 3.690869 -0.017 0.016 0.008 -2.445
C -1.040745 4.977101 1.436806 0.014 -0.039 0.003 -1.817
C -2.135819 2.723267 1.829131 0.104 0.063 0.008 -1.199
N 3.548422 0.878036 0.878400 -0.084 0.037 -0.047 0.495
C 3.752849 2.020092 0.129124 0.200 -0.017 0.006 -2.005
C 4.224983 1.658989 -1.071328 -0.009 0.015 0.012 0.038
N 4.326746 0.273162 -1.079833 0.015 -0.029 0.039 0.725
C 3.957940 -0.206019 0.152999 0.092 0.098 -0.050 0.248
S 4.119024 -1.794380 0.714894 -0.015 -0.076 -0.063 -0.391
C 4.943147 -0.496551 -2.195510 -0.034 -0.012 -0.004 1.375
C 4.046377 -1.659602 -2.617114 -0.031 0.020 -0.006 -1.533
C 6.329926 -0.972561 -1.760699 -0.013 -0.012 0.005 -1.744
C 5.083709 0.424074 -3.408569 0.013 0.004 -0.002 -2.134
C 1.512573 -0.988512 2.936529 0.055 -0.110 -0.150 -1.057
S 0.049997 -0.408938 2.247791 -0.203 0.128 -0.105 -0.057
H 0.557007 -5.186958 4.648772 0.002 -0.008 -0.010 0.459
H 1.658064 -4.119194 5.516083 -0.018 -0.011 0.011 0.514
H 2.142909 -4.839071 3.960765 0.007 0.017 0.005 0.490
H -0.407468 -4.620043 2.509654 -0.003 0.001 0.006 0.518
H 1.103450 -4.012413 1.797340 -0.002 -0.001 0.006 0.356
H -0.315861 -2.978175 1.846550 0.003 -0.037 0.013 -0.464
H -1.232743 -3.574287 4.733826 -0.007 0.011 -0.001 0.482
H -1.028652 -1.926185 4.113582 -0.021 0.028 -0.030 -0.013
H -0.187867 -2.426641 5.590893 0.000 -0.007 0.001 0.378
H 3.332243 -3.030086 4.688309 -0.009 0.011 0.002 0.493
H 4.579023 -0.743476 3.900367 -0.007 0.006 0.002 0.527
H 4.084838 1.396465 2.999889 -0.014 -0.047 0.043 -0.276
H 2.524319 2.183750 4.667108 0.006 -0.002 -0.001 0.597
H 0.196126 3.586487 4.841006 0.006 0.001 -0.009 0.519
H -1.220918 5.102369 4.151932 -0.002 0.002 0.002 0.554
H -1.993328 3.517369 4.411193 -0.008 0.002 -0.003 0.466
H -2.794536 4.750690 3.440472 -0.001 0.000 0.001 0.442
H -0.468967 5.777411 1.912659 0.015 -0.010 -0.006 0.451
H -2.028147 5.363171 1.176484 -0.003 0.006 0.016 0.445
H -0.537314 4.673373 0.523239 0.004 -0.015 -0.025 0.204
H -2.179421 1.866171 2.505237 0.000 0.000 0.004 0.307
H -1.802328 2.376665 0.856090 0.033 0.042 0.032 -0.389
H -3.141727 3.133653 1.718792 0.002 0.004 -0.002 0.702
H 3.490778 2.994079 0.500497 0.067 -0.039 -0.031 0.790
H 4.429225 2.265444 -1.930719 0.013 -0.001 0.007 0.529
H 3.834456 -2.330201 -1.790348 0.002 -0.005 0.020 0.261
H 4.549196 -2.216142 -3.411759 0.000 -0.006 0.000 0.515
H 3.104164 -1.276298 -3.009467 0.019 -0.013 0.011 0.279
H 6.247980 -1.662562 -0.923104 0.010 0.005 -0.003 0.311
H 6.944172 -0.120420 -1.458714 -0.001 0.001 -0.011 0.369
H 6.821052 -1.477273 -2.595584 -0.007 -0.001 -0.006 0.465
H 4.121015 0.860118 -3.681311 -0.002 -0.013 -0.015 0.397
H 5.428649 -0.180074 -4.247839 0.009 -0.002 0.000 0.468
H 5.814276 1.219291 -3.247596 -0.010 0.007 0.012 0.457
C 1.753227 -0.800201 -6.261874 0.001 -0.027 0.000 -1.114
C 0.534341 -1.541477 -5.750013 -0.017 0.024 0.001 -0.152
O 0.846762 -2.225176 -4.532557 0.066 0.080 -0.017 -0.455
P 0.277305 -1.724647 -3.045919 -0.061 -0.207 -0.078 -0.200
S 0.127700 -2.377600 -0.813678 -0.075 0.393 -0.222 -0.580
S 0.678462 0.292502 -2.908577 0.045 -0.047 0.250 -0.621
O -1.327889 -1.670087 -3.402131 0.019 0.032 -0.017 -0.012
C -2.150753 -2.824438 -3.253496 -0.001 -0.020 -0.010 -0.156
C -2.027412 -3.775165 -4.430217 0.000 -0.007 0.008 -1.376
H 1.539618 -0.341758 -7.230747 0.005 0.012 0.005 0.416
H 2.591577 -1.489147 -6.378531 -0.003 0.002 -0.007 0.299
H 2.041864 -0.019044 -5.558796 -0.004 0.000 0.009 0.142
H 0.215631 -2.301037 -6.470389 -0.019 0.004 0.004 0.380
H -0.302035 -0.856842 -5.588640 0.007 0.009 -0.010 0.190
H -3.170460 -2.441911 -3.173574 0.002 -0.006 0.008 0.258
H -1.901638 -3.325625 -2.314180 0.006 0.004 0.005 0.335
H -2.286581 -3.271822 -5.363474 0.009 0.008 0.003 0.280
H -2.705240 -4.620953 -4.293306 -0.003 0.002 -0.005 0.419
H -1.009501 -4.156211 -4.515566 -0.002 -0.004 -0.001 0.271
C -4.128500 -1.029224 2.642348 0.012 -0.001 -0.001 -1.996
C -3.485643 -0.806557 1.277630 0.007 -0.005 0.040 4.033
C -3.505230 -2.099711 0.457011 -0.001 0.012 -0.011 -1.121
C -4.094148 0.324519 0.483940 -0.027 -0.020 -0.033 -0.135
C -5.395734 0.754666 0.701751 -0.002 -0.001 0.016 -0.816
C -5.965106 1.749682 -0.077792 -0.014 0.001 0.004 -1.365
C -5.220783 2.301082 -1.106815 0.007 0.008 0.009 -1.243
C -3.911640 1.906756 -1.366180 0.024 -0.013 0.025 0.587
C -3.198565 2.520637 -2.554705 0.005 0.013 -0.010 0.517
C -1.938021 3.303573 -2.185731 -0.027 -0.009 -0.013 -1.079
C -2.912410 1.474497 -3.634742 -0.001 0.010 0.002 -1.377
C -3.330446 0.926254 -0.538646 -0.027 -0.094 -0.128 0.603
O -2.057860 0.554671 -0.706031 -0.331 0.014 0.085 2.619
H -3.551612 -1.768548 3.200908 0.013 -0.015 0.012 0.302
H -5.149065 -1.410712 2.551560 0.001 0.002 0.005 0.456
H -4.159243 -0.108026 3.228672 0.002 0.002 0.001 0.405
H -2.440446 -0.553803 1.458359 0.047 0.007 -0.010 -2.135
H -4.536848 -2.437473 0.317482 -0.002 0.000 -0.008 0.347
H -2.940769 -2.888601 0.959971 -0.007 -0.006 0.008 0.269
H -3.050616 -1.947558 -0.521831 0.007 -0.003 0.013 -0.083
H -5.978002 0.304583 1.496503 0.001 0.003 -0.003 0.342
H -6.980704 2.078606 0.105355 0.000 0.002 -0.002 0.353
H -5.663189 3.062182 -1.741606 0.000 0.000 0.002 0.392
H -3.907771 3.241903 -2.976761 -0.006 -0.002 0.004 0.623
H -1.128728 2.638322 -1.898047 0.013 -0.009 0.016 -0.140
H -2.125941 3.989118 -1.355710 -0.002 -0.003 -0.012 0.175
H -1.596401 3.888465 -3.043645 0.002 -0.002 -0.003 0.528
H -2.243198 0.698623 -3.267421 0.004 -0.010 0.000 -0.083
H -2.435173 1.941186 -4.500711 0.000 0.001 -0.002 0.404
H -3.840612 1.002287 -3.966149 0.002 -0.001 0.000 0.370
```
Positions in Å, forces in eV/Å.

Summary:
**⟨S²⟩**: 0.75
**HOMO (spin up / spin down)**: -3.10 / -4.33 eV
**Net charge**: -1
**Multiplicity**: 2
**Gap between HOMO and LUMO (spin up / spin down)**: 5.5 / 6.7 eV

***

(3)
Molecular formula: C23H33BMoNO4P2
Method: DFT, the ωB97M-V functional and the def2-TZVPD basis

```
65
Properties=species:S:1:pos:R:3:forces:R:3:mulliken_charge:R:1
C -0.792552 3.898929 -1.794239 0.087 0.376 0.388 -1.200
C -0.824073 2.540312 -1.409931 -0.468 -0.854 -0.538 0.749
N 0.084110 2.068468 -0.485281 -0.689 -0.243 -0.100 0.484
C 0.875693 2.928187 0.178790 0.311 1.160 -0.127 0.661
C 0.859085 4.294898 -0.111159 0.621 -0.904 0.678 -0.947
C 0.031829 4.788119 -1.121012 -0.511 -0.505 -0.402 -0.469
C -1.747184 1.582275 -1.983271 0.281 0.542 0.343 -1.676
P -2.092829 0.146055 -0.973109 -1.696 1.399 -1.504 1.822
Mo 0.001160 -0.081213 0.024010 -0.266 -2.617 0.925 -1.777
P 2.022348 0.554783 1.046990 1.060 0.875 0.718 1.205
C 1.754792 2.352655 1.273151 0.190 0.381 -0.052 -1.413
C 0.052699 -2.283877 0.361658 -0.047 2.843 -0.706 1.712
C -1.006179 -2.864138 1.070262 0.331 -0.941 -0.382 -0.342
C -1.032411 -4.255082 1.201809 -0.157 0.285 0.176 -0.856
C -0.002546 -5.028022 0.655837 0.020 0.131 -0.045 -0.484
C 1.054871 -4.429658 -0.038701 0.294 0.187 -0.213 -0.657
C 1.088032 -3.040564 -0.206415 -0.447 -0.810 0.582 -0.369
O -0.863741 0.536672 -4.302073 0.655 -0.368 -0.929 -0.785
O 0.325997 -1.326659 -3.299460 0.258 -1.026 0.633 -0.477
H -1.489574 4.217069 -2.564804 0.173 0.066 0.163 0.498
H 1.524858 4.927713 0.464256 -0.158 0.103 -0.125 0.513
H 0.011568 5.855428 -1.351458 0.055 -0.371 0.015 0.426
C -3.516866 0.625993 0.015613 -0.443 -0.315 0.298 -1.504
C -2.713412 -1.177116 -2.055247 -0.182 -0.311 -0.116 -1.221
H 2.732140 2.846642 1.272012 -0.150 0.096 0.101 0.707
H 1.288193 2.522109 2.254147 0.025 -0.067 -0.223 0.316
H -1.132369 0.992725 -3.439883 -0.227 0.314 0.534 0.276
H -2.593193 2.002106 -2.543832 0.216 -0.035 0.258 0.558
C 2.514254 -0.098439 2.645560 0.203 -0.098 0.435 -1.241
C 3.537319 0.483840 0.076106 0.290 -0.119 -0.260 -1.491
H -1.775451 -2.226237 1.498859 0.051 -0.331 -0.025 0.269
H -1.860594 -4.720949 1.737171 0.285 -0.030 -0.130 0.424
H -0.022941 -6.111331 0.773803 0.003 0.270 -0.046 0.405
H 1.859212 -5.036834 -0.459808 -0.290 0.045 0.174 0.406
H 1.895001 -2.525994 -0.731869 -0.155 -0.390 0.068 0.288
H 0.515023 -1.010205 -2.251784 0.118 0.072 -0.873 -0.224
H 0.080909 -2.272462 -3.361861 0.141 0.611 0.054 0.395
H -0.297550 -0.625372 -3.838398 0.120 0.576 -0.049 0.438
H -0.181410 1.102895 -4.705547 -0.340 -0.281 0.046 0.348
H 1.036722 -0.414891 -1.325239 0.833 -0.225 -0.826 0.494
H -4.327842 0.947130 -0.658468 0.208 -0.124 0.339 0.493
H -3.822675 -0.248694 0.605447 -0.203 0.308 0.022 0.395
H -3.229248 1.445942 0.689163 -0.100 -0.261 -0.223 0.316
H -3.579567 -0.820269 -2.630434 0.204 -0.098 0.150 0.407
H -1.945667 -1.540965 -2.755060 -0.453 0.243 0.417 0.228
H -3.019831 -2.015718 -1.415576 0.017 0.144 -0.202 0.400
H 4.352050 0.976196 0.617409 -0.052 -0.100 -0.118 0.458
H 3.794182 -0.563780 -0.109902 0.032 0.144 0.039 0.373
H 3.384902 0.969853 -0.891187 0.006 -0.015 0.123 0.392
H 3.406075 0.431066 3.000624 -0.127 -0.145 0.006 0.477
H 1.710481 -0.010077 3.382212 0.111 0.025 -0.136 0.272
H 2.742966 -1.163851 2.529649 -0.010 0.167 0.025 0.375
O -0.801641 -0.661923 3.181346 0.053 1.024 -2.046 -0.629
B -0.723605 0.307642 2.097599 -0.866 0.450 2.426 1.238
O -1.178840 1.597115 2.624602 0.638 -1.744 -1.405 -0.390
C -1.430777 1.383773 3.939927 0.399 -0.811 1.398 0.637
C -1.617031 2.340158 4.921812 -0.094 -0.054 -0.066 -1.072
C -1.542432 1.910032 6.253213 -0.196 0.084 0.013 -0.468
C -1.323267 0.566693 6.578181 -0.190 -0.147 0.052 -0.522
C -1.174313 -0.407911 5.584136 -0.089 0.070 -0.118 -1.022
C -1.214949 0.029015 4.272054 0.185 1.345 0.689 0.683
H -1.780936 3.380961 4.636842 0.120 -0.268 0.237 0.473
H -1.661577 2.649346 7.049625 0.049 -0.318 -0.257 0.380
H -1.267964 0.256945 7.625238 -0.043 0.201 -0.369 0.372
H -0.993533 -1.464111 5.793696 0.011 0.390 0.084 0.476
```
Positions in Å, forces in eV/Å.

Summary:
**⟨S²⟩**: 2.02
**HOMO (spin up / spin down)**: -10.20 / -10.18 eV
**Net charge**: +1
**Multiplicity**: 3
**Gap between HOMO and LUMO (spin up / spin down)**: 5.3 / 5.7 eV